# 1
A cluster of 12 separate species, C22H66F2N7O15S2 in total at a distorted geometry, computed with ωB97M-V with the def2-TZVPD basis set.

```
114
Properties=species:S:1:pos:R:3:forces:R:3:mulliken_charge:R:1
N -1.2732 1.0295 -0.4592 -1.5873 -2.6421 0.9717 -0.653
S 0.0772 0.3343 -0.8143 5.7195 0.7438 -1.6269 -0.013
O 0.1496 -0.5248 -1.9659 -1.0199 0.0884 0.5903 0.154
O 0.9511 -0.0024 0.2706 -1.0448 -0.3582 0.0543 0.075
F 0.8280 1.6353 -1.3762 -0.6809 0.3225 -0.0950 -0.391
S -2.0691 -0.3440 0.1471 -1.7351 0.1669 1.2998 0.391
O -1.6596 -0.7954 1.4367 0.4777 0.4444 -0.3904 -0.144
O -2.2899 -1.3319 -0.8566 -0.2713 0.5928 0.0127 -0.523
F -3.4304 0.3703 0.4884 0.1849 0.0697 -0.7811 -0.249
C -1.8948 -0.6493 5.1592 -0.2360 0.6672 -0.0735 -1.091
C -1.6010 0.7201 4.5755 -0.6617 0.6676 -0.2322 0.305
O -0.2242 0.8832 4.2841 -0.4132 -0.1463 0.2287 -0.419
H -2.9521 -0.7603 5.4112 -0.0836 0.0832 -0.2568 0.383
H -1.3799 -0.7459 6.1156 0.3929 -0.3672 -0.2421 0.345
H -1.6288 -1.3764 4.3939 0.1863 -0.3406 0.3877 0.057
H -1.9661 1.5394 5.2136 0.3139 -0.1999 0.4030 0.401
H -2.1663 0.9087 3.6519 -0.0456 -0.4977 -0.0612 -0.184
H -0.2169 1.3733 3.4434 0.5931 0.0379 -0.1350 0.363
C 1.4780 -1.9228 2.9963 0.5805 0.0321 -0.3998 -0.348
C 2.5831 -0.9266 3.3508 -0.5847 -0.3789 0.2651 -0.214
O 2.2970 -0.3404 4.6082 0.3083 0.1156 0.1656 -0.644
H 1.2676 -2.5135 3.8887 -0.0297 -0.1408 -0.0570 0.465
H 1.8278 -2.5798 2.1954 -0.1023 -0.0710 0.0423 -0.012
H 0.5604 -1.4512 2.6484 0.0421 0.1974 0.1066 -0.036
H 2.7319 -0.1736 2.5674 -0.1927 0.0458 -0.0114 -0.028
H 3.5299 -1.4643 3.4547 0.0143 0.0414 0.0809 0.395
H 1.3411 -0.1802 4.6635 0.1196 0.3110 -0.2213 0.409
C -1.9603 2.3859 -5.2423 0.1947 -0.2572 0.5275 -1.432
C -1.6249 1.4917 -4.0633 0.6067 -0.7301 -0.3581 0.624
O -2.5948 1.6496 -3.0396 0.1546 0.5330 0.1491 -0.610
H -2.9477 2.1081 -5.6064 -0.0051 0.2716 -0.2097 0.330
H -1.2026 2.2670 -6.0168 -0.1343 -0.1491 -0.1338 0.372
H -1.9237 3.4280 -4.9211 -0.2881 0.0410 -0.0591 0.328
H -0.5873 1.6788 -3.7480 -0.2157 0.3748 0.4035 -0.054
H -1.5799 0.4332 -4.3491 -0.2391 0.0847 -0.2810 0.118
H -2.2103 1.3798 -2.1953 -0.0871 -0.1189 -0.1774 0.325
C 1.4840 3.9053 2.6439 -0.5567 0.1281 0.8883 -1.514
C 1.0661 3.0061 1.4992 -0.5650 0.2524 1.2281 0.652
O -0.0978 2.2723 1.9205 -0.1174 0.1007 -0.1848 -0.602
H 2.4610 4.3535 2.4715 -0.0291 0.0698 -0.0275 0.382
H 1.4948 3.3728 3.6013 0.4301 -0.4180 -0.2710 0.310
H 0.7384 4.6733 2.8727 0.0998 0.2187 -0.5705 0.354
H 1.8771 2.2978 1.3331 -0.0374 0.0660 -0.7150 -0.215
H 0.7430 3.6376 0.6707 0.5778 -0.2698 -0.4527 0.235
H -0.5224 1.9164 1.1215 0.2294 0.0504 0.5671 0.196
C -0.4072 -3.9999 0.9386 -0.2442 -0.3039 -0.3969 -0.532
C -1.7353 -4.4562 1.5020 -0.7931 0.4853 -0.0928 -0.394
O -1.9612 -5.8498 1.3187 0.2616 -0.0646 0.3886 -0.571
H 0.4137 -4.5135 1.4461 0.0233 0.1410 0.1473 0.516
H -0.2845 -2.9239 1.0302 0.0662 -0.0025 0.0697 -0.183
H -0.3465 -4.2772 -0.1167 -0.0247 0.0944 -0.0290 0.365
H -2.6081 -4.0055 1.0194 0.3741 0.1942 -0.4067 0.208
H -1.8666 -4.1027 2.5351 0.3447 -0.5324 0.2075 0.211
H -1.1767 -6.3174 1.6247 -0.0526 -0.0321 0.0100 0.324
C -1.8894 -3.0426 -4.4619 0.1995 -0.3902 -0.5237 0.474
O -1.9773 -3.7319 -5.4749 -0.0330 0.1696 0.4104 -0.738
N -0.8119 -2.2516 -4.1935 0.1751 0.1766 -0.0125 0.082
N -2.8611 -3.0000 -3.5056 -0.2958 0.2953 0.5410 -0.261
H -0.0226 -2.2591 -4.8251 -0.1123 -0.0218 -0.0846 0.090
H -0.7100 -1.7503 -3.3242 -0.1214 -0.1672 -0.1072 -0.045
H -3.6337 -3.6359 -3.5061 0.0780 -0.1087 -0.3885 0.193
H -2.7943 -2.3752 -2.7216 0.1098 -0.0327 0.0417 0.305
C -2.3053 4.7805 -0.3600 -0.2009 -0.1428 1.0963 0.413
O -2.6760 5.8868 0.0136 0.1344 -0.2244 -0.4751 -0.725
N -2.5203 3.6534 0.3930 0.0279 0.0087 -0.6032 -0.099
N -1.5862 4.5501 -1.4995 0.2013 0.4846 -0.1891 -0.227
H -2.0786 2.7834 0.1304 -0.3122 0.2949 0.2391 0.392
H -2.9591 3.7562 1.2872 0.0850 0.0419 0.0531 0.172
H -1.5544 5.3356 -2.1264 0.0117 -0.1057 -0.0735 0.223
H -1.5322 3.6304 -1.9010 -0.2128 -0.0685 -0.1132 0.251
C 2.3260 -0.4746 -5.2655 -0.1139 -1.0514 0.5171 0.560
O 1.8870 -1.5294 -5.7133 0.1057 0.4510 -0.0503 -0.721
N 2.0874 -0.0783 -3.9861 0.1990 0.4548 -0.0544 0.456
N 3.1453 0.3467 -5.9804 0.1707 0.4171 -0.5958 -0.376
H 1.5639 -0.6447 -3.3393 -0.1280 0.0145 -0.2775 -0.509
H 2.3355 0.8447 -3.6803 -0.0652 0.0134 0.0652 0.082
H 3.4428 0.0383 -6.8876 -0.1409 -0.1410 0.0177 0.243
H 3.6614 1.1066 -5.5795 -0.0519 -0.0476 0.2026 0.151
C 4.0786 1.5474 -0.8074 0.6903 -0.6363 0.3957 -0.160
C 5.4548 1.6156 -1.4966 -1.9671 -0.7293 -0.7660 -0.014
C 5.5186 0.5454 -2.5833 0.7231 -0.3636 0.1318 -0.540
O 5.5691 2.8994 -2.1054 0.8651 0.1924 0.3966 -0.581
H 3.2891 1.4277 -1.5482 -0.0959 0.4416 -0.0284 -0.140
H 3.9447 2.4119 -0.1597 -0.2320 0.0993 -0.1690 0.251
H 3.9882 0.6548 -0.1802 0.1087 0.0266 0.0244 0.128
H 6.2319 1.4034 -0.7658 0.3254 0.7338 -0.0856 0.406
H 4.6908 0.5957 -3.2907 -0.1416 0.1792 0.0585 -0.146
H 5.4997 -0.4610 -2.1596 -0.0764 0.0173 0.0461 0.126
H 6.4505 0.6305 -3.1479 -0.0285 0.0669 0.0065 0.414
H 4.8386 2.9831 -2.7245 -0.0613 -0.0182 0.0289 0.334
C 3.6108 -4.3912 -0.1451 -0.9582 -0.3299 -0.2843 -0.999
C 3.7333 -3.7091 -1.4959 1.4710 0.5920 0.6058 -0.045
C 3.2123 -2.2910 -1.5292 -1.5437 -0.0448 0.0458 -0.173
O 5.1628 -3.6786 -1.7727 -0.2219 -0.0574 -0.5245 -0.615
H 4.1544 -5.3347 -0.1633 -0.0038 -0.0237 0.0155 0.385
H 2.5591 -4.6037 0.0713 0.0709 0.0223 0.1712 0.061
H 4.0086 -3.7690 0.6592 0.0151 0.1096 -0.0690 0.308
H 3.2941 -4.2648 -2.3227 0.0209 -0.2369 0.1507 0.410
H 3.4691 -1.6845 -0.6567 0.6817 0.0331 -0.2360 0.069
H 2.1151 -2.2557 -1.4668 -0.0086 -0.4113 -0.0354 0.069
H 3.4169 -1.8425 -2.4987 0.4865 0.2573 0.2109 0.120
H 5.5908 -3.2791 -1.0093 -0.0318 0.0403 0.0251 0.374
C -5.6582 1.3124 2.8975 0.7975 0.0016 0.2172 -0.982
C -6.0570 0.8536 4.2948 -0.3026 1.0644 -0.1300 0.768
C -5.2809 1.5615 5.3833 0.8777 0.8204 0.5453 -1.030
O -7.4346 1.1992 4.5117 -0.4458 -0.4361 0.1069 -0.581
H -4.5756 1.3699 2.7470 0.0373 -0.5748 0.1729 -0.141
H -5.9168 2.3661 2.7503 -0.6097 -0.1645 -0.1000 0.420
H -6.0770 0.6298 2.1614 -0.1203 0.3651 -0.2633 0.335
H -6.0300 -0.2344 4.3683 0.3100 0.0284 0.1116 0.208
H -4.1895 1.4839 5.3646 -0.0954 -0.7466 -0.1784 0.027
H -5.6248 1.3257 6.3907 -0.0734 -0.3064 -0.1103 0.346
H -5.3737 2.6527 5.3127 -0.5458 -0.0741 -0.3055 0.337
H -7.7113 1.8681 3.8812 0.1554 0.0296 -0.0633 0.333
```
Forces are in eV/Å.

HOMO-LUMO gap ... 9.094 eV
Energy relative to the best compared isomer or geometry (same formula, charge and spin) ... 0.0 kJ/mol
LUMO level ... 0.0680 Ha
Total charge ... -1

=====

# 2
A cluster of 11 separate species, C22H66O11 in total at a distorted geometry, computed with ωB97M-V with the def2-TZVPD basis set.

```
99
Properties=species:S:1:pos:R:3:forces:R:3:mulliken_charge:R:1
C -4.3223 -0.7472 2.5329 -0.0239 -0.8764 -0.1965 -1.520
C -3.9732 -1.1134 1.0962 -0.2388 0.4075 0.3228 0.769
O -3.0715 -2.2044 1.0604 -0.1349 -0.0355 -0.1596 -0.524
H -3.4152 -0.6179 3.1228 -0.0706 0.3740 0.0617 0.288
H -4.8701 -1.5869 2.9715 0.1140 -0.0159 0.0521 0.416
H -5.0091 0.0966 2.5636 0.3203 0.2946 0.0376 0.333
H -3.5208 -0.2585 0.5836 -0.1267 0.1062 -0.0052 -0.324
H -4.9253 -1.3583 0.6107 0.1586 -0.0579 -0.3002 0.420
H -3.1628 -2.6050 0.1779 0.0925 -0.2184 0.3978 0.254
C 1.2139 4.1694 -2.0086 0.1870 -0.3161 -0.1085 -0.606
C 0.7737 4.6223 -0.6263 -0.0483 -1.2697 -0.3238 0.419
O -0.0967 5.7282 -0.6739 0.2353 0.7218 0.3845 -0.570
H 1.6107 5.0049 -2.5858 -0.0739 0.0144 -0.0262 0.381
H 0.4084 3.6805 -2.5622 -0.1421 0.2502 -0.0051 -0.003
H 1.9954 3.4067 -1.9356 0.0475 0.0838 0.1317 0.056
H 1.6635 4.8237 -0.0290 -0.1791 0.6681 0.0518 0.266
H 0.3028 3.7690 -0.1229 -0.1015 0.0643 -0.0184 -0.254
H -0.9669 5.4760 -0.9895 0.0548 -0.2831 -0.0772 0.349
C 1.6293 -0.4142 -3.1765 -0.1685 0.2891 -0.2554 -0.341
C 0.2856 0.1134 -3.6359 0.1211 -0.2549 0.0236 0.420
O 0.0382 -0.4977 -4.9055 -0.2066 0.0598 0.0525 -0.626
H 1.9446 0.0386 -2.2379 -0.1713 -0.1126 0.1025 -0.421
H 2.3726 -0.1563 -3.9330 0.0520 -0.1901 -0.0151 0.477
H 1.5399 -1.4981 -3.0967 0.2899 -0.0242 0.1295 -0.009
H 0.2972 1.2032 -3.7165 -0.0442 0.0374 -0.0268 0.358
H -0.4952 -0.1771 -2.9265 -0.0270 0.1153 0.0797 -0.237
H -0.8883 -0.3663 -5.1333 0.0617 0.0925 -0.0290 0.335
C 0.7830 -1.0495 0.6288 -0.2957 0.0006 0.1415 -0.663
C -0.3456 -0.0348 0.3951 1.7157 -0.2668 0.5335 0.814
O 0.2263 1.1165 -0.2015 -0.6420 0.3607 -0.7009 0.863
H 0.3610 -2.0071 0.9403 0.1497 -0.0151 0.0931 0.430
H 1.4937 -0.6815 1.3718 -0.0823 -0.0813 0.1350 0.377
H 1.3541 -1.1908 -0.2902 -0.1677 -0.0253 -0.1212 -0.310
H -0.7886 0.2638 1.3508 -0.3956 -0.3546 -0.0643 -0.175
H -1.0631 -0.5377 -0.2504 -0.3283 0.6113 -0.1482 -0.778
H 0.9010 1.4846 0.3975 0.0130 -0.2346 0.0199 -0.504
C -1.7062 4.0639 2.1610 0.1212 -0.2139 0.3064 -1.082
C -2.4956 2.8518 1.7235 0.0048 0.1388 -0.9100 0.756
O -3.8861 3.1362 1.5243 0.2496 -0.2011 0.5060 -0.558
H -1.8906 4.9268 1.5240 -0.0998 -0.0254 -0.0277 0.302
H -0.6430 3.8225 2.0806 0.0148 0.1213 0.1679 0.051
H -1.9432 4.3169 3.1981 0.1127 0.1394 -0.0458 0.434
H -2.3435 2.0003 2.3937 -0.1284 0.0412 0.1253 0.078
H -2.1245 2.5423 0.7418 -0.0254 -0.0753 0.1021 -0.261
H -4.2544 3.2919 2.4027 -0.1450 0.0467 -0.1959 0.341
C 2.1497 -4.2415 -1.0360 0.0763 0.1399 -0.1576 -0.395
C 1.5944 -5.2921 -2.0003 0.4225 0.7503 0.5299 -0.370
O 2.5566 -6.2970 -2.2849 -0.1354 0.1260 -0.1931 -0.547
H 2.8742 -3.5834 -1.5224 0.1352 -0.2759 -0.1564 0.185
H 2.6628 -4.7235 -0.2007 -0.2204 0.1273 0.2065 0.497
H 1.3675 -3.5598 -0.6969 -0.1008 -0.2756 0.2675 -0.132
H 1.3571 -4.7334 -2.9049 -0.1067 -0.5707 -0.3343 0.195
H 0.6901 -5.7445 -1.5863 -0.1236 0.0327 -0.0886 0.253
H 2.7922 -6.6918 -1.4390 0.0699 -0.0704 -0.0889 0.329
C 4.4179 1.1747 -0.8618 0.1204 -0.3452 0.1014 -0.607
C 4.9965 0.1426 0.0943 0.5761 -0.0299 -0.4669 -0.253
O 4.7011 0.5420 1.4306 -0.3078 0.1665 0.0287 -0.531
H 4.8535 2.1593 -0.6983 -0.1209 0.0538 0.1660 0.378
H 3.3346 1.1970 -0.7417 -0.0248 0.2243 -0.0334 -0.337
H 4.6294 0.9029 -1.8966 0.0036 -0.1341 0.0336 0.448
H 6.0848 0.0649 -0.0151 -0.0604 0.1253 -0.0983 0.393
H 4.5996 -0.8504 -0.1443 -0.2085 0.0498 0.2274 0.201
H 5.1913 0.0166 2.0663 0.0337 -0.1056 -0.0481 0.251
C 2.1060 -2.4913 4.4539 0.4826 -0.4428 -0.4932 -1.220
C 0.7891 -2.7363 3.7430 -0.1337 0.9647 0.9808 0.479
O -0.0908 -3.3265 4.7021 0.0081 -0.4073 -0.4278 -0.582
H 2.5090 -3.4404 4.8148 -0.1152 0.0257 0.1611 0.377
H 2.0323 -1.7963 5.2863 -0.2031 0.0005 0.0263 0.319
H 2.8563 -2.1169 3.7507 -0.1244 0.1625 -0.0209 0.255
H 0.9364 -3.3199 2.8341 -0.1269 -0.2872 0.0630 0.104
H 0.3453 -1.7720 3.4760 0.1509 0.0241 -0.3824 -0.002
H -0.9495 -3.4350 4.2777 0.0267 -0.0235 0.0998 0.321
C -1.3404 -3.0600 -2.4060 0.0792 0.1086 -0.0776 -0.065
C -2.8579 -2.9946 -2.4894 0.5951 0.2333 -0.3384 -0.519
O -3.4206 -3.6210 -1.3277 -0.2154 -0.0551 -0.6766 -0.609
H -1.0568 -4.0884 -2.1801 0.0609 0.0423 0.1582 0.182
H -0.9591 -2.3866 -1.6360 0.0409 -0.1610 0.1117 -0.326
H -0.8426 -2.8013 -3.3449 -0.2209 0.1581 -0.0341 0.357
H -3.1544 -3.4704 -3.4293 -0.3268 -0.2002 0.2709 0.550
H -3.2292 -1.9671 -2.5382 0.0892 -0.0107 0.1005 0.086
H -3.8352 -4.4370 -1.6209 -0.0445 -0.0073 0.3136 0.310
C 2.8669 2.8118 3.7284 -0.1557 0.4359 0.5288 -1.415
C 1.9150 1.9551 2.9213 0.7227 -0.1535 -0.1230 0.135
O 2.2486 1.9596 1.5332 0.0487 0.2511 0.0815 -0.201
H 2.7864 3.8592 3.4313 0.0715 -0.0367 -0.0768 0.306
H 3.9148 2.5155 3.6706 -0.0523 -0.1791 -0.3040 0.284
H 2.6071 2.7632 4.7908 -0.0908 -0.0153 -0.0629 0.434
H 0.9042 2.3474 3.0057 -0.1051 -0.1289 -0.0072 0.326
H 1.9561 0.9259 3.2946 -0.2557 -0.0294 0.0383 -0.014
H 3.1752 1.6652 1.4521 -0.3022 -0.0996 0.0776 0.059
C -3.4541 1.2894 -1.6619 -0.5477 0.0231 0.0137 -0.166
C -3.3612 2.2035 -2.8772 0.3495 0.1817 0.5173 -0.449
O -3.8202 1.5836 -4.0669 0.1517 -0.1312 -0.0809 -0.546
H -3.4103 1.8333 -0.7169 0.2058 0.0986 -0.1462 -0.035
H -2.6769 0.5259 -1.6796 0.0218 -0.0079 -0.0071 -0.189
H -4.4287 0.7879 -1.6341 0.0388 -0.0445 -0.1091 0.492
H -2.3087 2.4644 -3.0107 -0.0418 -0.0661 -0.3315 0.082
H -3.8777 3.1568 -2.7207 -0.1855 -0.1225 0.1167 0.357
H -4.7205 1.2836 -3.9043 0.0264 0.0203 -0.0527 0.343
```
Forces are in eV/Å.

HOMO-LUMO gap ... 10.157 eV
Energy relative to the best compared isomer or geometry (same formula, charge and spin) ... 221.1 kJ/mol
LUMO level ... 0.0121 Ha
SMILES string ... CCO.CCO.CCO.CCO.CCO.CCO.CCO.CCO.CCO.CCO.CCO
Total charge ... 0

=====

Which of these has the highest total charge? C22H66O11

=====

What is the formula in the first record? C22H66F2N7O15S2

=====

Which of these has the lowest HOMO-LUMO gap? C22H66F2N7O15S2

=====

Which of these has the lowest LUMO level? C22H66O11